No. 1
DFT (the ωB97M-V functional and the def2-TZVPD basis) results for a cluster of 15 separate species, C70H155O40P5S10 in total.

## Properties
Charge: 0
Molar mass in g/mol: 2112.51
Orbital gap in eV: 10.1
DFT total energy in hartree: -11458.52227

Structure (XYZ):
```
280
C70H155O40P5S10 | OMol25 | the ωB97M-V functional and the def2-TZVPD basis
C 6.7399 -9.8062 -4.5933
C 5.9149 -10.5395 -5.7346
C 6.3743 -9.7698 -7.0128
S 6.1785 -7.9800 -6.5215
O 4.7843 -7.5809 -6.5175
O 7.1368 -7.0835 -7.1378
C 6.7538 -8.2492 -4.7327
H 7.7776 -10.1273 -4.6833
H 6.3512 -10.2713 -3.6874
H 4.8569 -10.4037 -5.5104
H 6.1695 -11.5954 -5.8257
H 5.9047 -10.0403 -7.9584
H 7.4525 -9.8808 -7.1282
H 6.1520 -7.6475 -4.0517
H 7.8021 -7.9543 -4.6848
C 7.6274 -1.3956 9.0866
C 7.9739 -0.5241 7.9068
C 6.6711 -0.2098 7.1342
S 5.6720 -1.8122 7.2920
O 5.5744 -2.5776 6.0247
O 4.4958 -1.4505 8.0710
C 6.8610 -2.6017 8.4855
H 6.9720 -0.8283 9.7474
H 8.4414 -1.7407 9.7241
H 8.6862 -1.0256 7.2516
H 8.4675 0.3451 8.3413
H 6.8235 0.0566 6.0883
H 6.1028 0.5064 7.7277
H 7.5124 -3.2200 7.8677
H 6.2727 -3.2413 9.1434
C -3.8543 -4.8102 -6.4796
C -2.3720 -5.3151 -6.4254
C -1.5076 -4.4705 -7.5421
S -2.6632 -3.6934 -8.7476
O -2.5199 -4.3955 -10.0409
O -2.6504 -2.2229 -8.6876
C -4.1622 -4.3770 -7.8746
H -4.0544 -3.9177 -5.8867
H -4.5708 -5.5655 -6.1566
H -2.2718 -6.3269 -6.8183
H -1.9726 -5.2348 -5.4144
H -0.7636 -5.0760 -8.0597
H -1.0124 -3.5682 -7.1835
H -4.2722 -5.2582 -8.5067
H -5.0217 -3.7508 -8.1138
C 7.3875 0.6072 -7.0299
C 8.7390 -0.1045 -7.2309
C 9.6445 0.6601 -6.4175
S 8.7408 1.2293 -4.9184
O 9.0270 2.6504 -4.7150
O 9.0536 0.2581 -3.8937
C 7.0950 0.8824 -5.5711
H 6.5653 -0.0284 -7.3586
H 7.2609 1.5306 -7.5949
H 8.9730 0.0135 -8.2889
H 8.6322 -1.1667 -7.0110
H 9.8914 1.5537 -6.9908
H 10.5964 0.2152 -6.1276
H 6.4475 1.6942 -5.2398
H 6.7722 -0.0520 -5.1118
C -1.9439 6.0020 5.1262
C -2.0477 7.1469 6.1280
C -2.4610 8.4203 5.3901
S -3.4555 7.9377 3.9000
O -2.7788 8.5377 2.7406
O -4.8484 8.0524 4.1884
C -3.0545 6.1894 4.1002
H -1.9684 5.0610 5.6759
H -0.9688 6.1094 4.6510
H -1.1000 7.2261 6.6607
H -2.7653 6.8248 6.8826
H -1.5171 8.7981 4.9971
H -3.0441 9.2421 5.8058
H -2.8865 5.7355 3.1235
H -3.9769 5.7930 4.5247
C 10.9542 -5.9685 0.5872
C 10.1154 -4.6568 0.3484
C 9.0956 -4.5383 1.5195
S 8.4078 -6.2613 1.7428
O 7.3397 -6.5629 0.7506
O 8.2603 -6.6425 3.1127
C 9.9948 -7.0999 1.0377
H 11.6736 -5.8823 1.4016
H 11.5752 -6.2157 -0.2738
H 9.4667 -4.6451 -0.5275
H 10.7994 -3.8115 0.2722
H 8.4688 -3.6466 1.5154
H 9.6616 -4.3711 2.4359
H 9.6036 -7.8482 0.3484
H 10.3031 -7.6190 1.9452
C -1.4691 1.8102 10.5036
C -2.1133 1.5149 11.8659
C -1.8968 2.6655 12.8136
S -0.1546 3.3153 12.3471
O 0.8341 2.7711 13.2677
O -0.2230 4.7798 12.2840
C -0.0618 2.4736 10.7617
H -2.2624 2.3498 9.9861
H -1.3856 0.8841 9.9349
H -1.6187 0.6293 12.2648
H -3.1775 1.2850 11.9176
H -1.8901 2.3005 13.8406
H -2.6841 3.4042 12.6634
H 0.7326 1.7496 10.9428
H 0.3587 3.0619 9.9461
C -0.9464 4.5166 -9.2481
C 0.1698 5.5114 -8.8643
C -0.2310 6.9078 -9.4373
S -1.9840 7.0133 -9.2433
O -2.6250 7.8231 -10.3085
O -2.3429 7.2504 -7.8746
C -2.2657 5.2184 -9.6182
H -1.0770 3.8055 -8.4324
H -0.6389 3.9311 -10.1146
H 1.1838 5.2124 -9.1296
H 0.1841 5.6197 -7.7797
H -0.1351 7.0547 -10.5131
H 0.2503 7.7622 -8.9615
H -2.4143 5.1060 -10.6922
H -3.1475 4.9158 -9.0534
C -6.4794 5.4389 -2.9351
C -7.6862 5.8386 -2.0883
C -7.8744 4.7830 -0.9539
S -6.9965 3.2729 -1.4738
O -8.0097 2.2138 -1.6178
O -5.7708 3.1073 -0.6448
C -6.5416 3.8934 -3.1334
H -5.5955 5.8045 -2.4125
H -6.4600 5.9376 -3.9041
H -8.6450 5.9787 -2.5874
H -7.5693 6.7905 -1.5704
H -8.8488 4.3469 -0.7335
H -7.4671 5.1369 -0.0069
H -7.3078 3.8284 -3.9059
H -5.6564 3.3222 -3.4135
C 7.6002 10.6825 -4.6169
C 7.8306 10.9032 -6.1472
C 6.7178 10.1470 -6.9273
S 6.4176 8.6574 -5.8212
O 7.0644 7.5028 -6.4200
O 4.9838 8.5709 -5.4919
C 7.3484 9.2481 -4.3147
H 6.6263 11.1324 -4.4237
H 8.3015 11.2202 -3.9788
H 8.8309 10.6068 -6.4626
H 7.8071 11.9907 -6.2177
H 7.0237 9.7300 -7.8868
H 5.7637 10.6701 -6.9917
H 8.2290 8.6116 -4.2280
H 6.7416 8.9578 -3.4570
C 0.5562 12.4518 -4.6306
C 0.7307 12.0490 -3.1444
O 1.9802 12.6059 -2.8843
P 2.1810 13.6326 -1.6614
O 1.1787 14.7612 -1.6256
O 2.3037 12.6484 -0.3735
C 3.2329 11.5774 -0.4606
C 2.8779 10.3727 0.4477
O 3.6458 14.1737 -1.9604
C 3.7528 15.0515 -3.1015
C 5.1193 15.8811 -3.1395
H -0.3578 12.2356 -5.1837
H 0.5980 13.5398 -4.6822
H 1.4532 12.0580 -5.1086
H -0.1238 12.3985 -2.5649
H 0.8003 10.9681 -3.0219
H 3.2805 11.2161 -1.4879
H 4.2602 11.9230 -0.3455
H 1.8484 10.0809 0.2402
H 3.4925 9.4766 0.3619
H 2.9491 10.6829 1.4902
H 3.3888 14.5471 -3.9966
H 3.0221 15.8534 -2.9958
H 5.9476 15.2769 -3.5096
H 5.0421 16.7473 -3.7966
H 5.3252 16.1872 -2.1138
C -9.9803 0.8898 5.7077
C -8.8902 1.7864 6.2991
O -9.1356 1.7943 7.6647
P -7.9112 1.7581 8.6931
O -7.1982 3.0111 8.8749
O -6.9588 0.5551 8.1801
C -7.4185 -0.7873 8.0478
C -7.1167 -1.5041 9.3394
O -8.5738 1.2981 10.0502
C -9.5239 2.1314 10.7081
C -8.9348 2.9339 11.8416
H -10.0042 1.0160 4.6253
H -9.7316 -0.1490 5.9246
H -10.9989 1.0254 6.0713
H -7.9301 1.3501 6.0235
H -8.9861 2.8402 6.0375
H -8.4841 -0.8280 7.8222
H -6.8062 -1.1976 7.2448
H -6.0635 -1.7608 9.4539
H -7.5269 -1.0548 10.2437
H -7.7194 -2.4122 9.3277
H -10.0943 2.7368 10.0036
H -10.3091 1.5488 11.1899
H -8.5036 2.1852 12.5061
H -8.1284 3.5480 11.4408
H -9.6663 3.5654 12.3459
C -1.2243 0.0919 3.0570
C 0.2147 0.4356 2.8239
O 0.3969 1.0384 1.5003
P 1.8483 0.9167 0.7737
O 3.0525 0.8373 1.6601
O 1.5601 -0.2834 -0.2898
C 2.0733 -1.5553 0.0433
C 1.3986 -2.6691 -0.7755
O 1.8016 2.2942 -0.1428
C 0.8376 2.5891 -1.1589
C 0.4525 4.0334 -1.2382
H -1.2989 -0.6932 3.8095
H -1.9218 0.9161 3.2061
H -1.5453 -0.3316 2.1053
H 0.5966 1.0236 3.6585
H 0.7541 -0.5109 2.8585
H 3.1536 -1.6516 -0.0655
H 1.8947 -1.7016 1.1085
H 1.8383 -3.6550 -0.6249
H 0.3960 -2.7916 -0.3658
H 1.3412 -2.4481 -1.8413
H 1.0464 2.0973 -2.1090
H -0.0887 2.0776 -0.8972
H 1.3846 4.5828 -1.3703
H -0.1932 4.2974 -2.0758
H -0.0596 4.4421 -0.3672
C -1.7361 -14.3055 -5.1624
C -1.2456 -13.0167 -4.5738
O -1.6646 -12.9179 -3.2530
P -0.9097 -13.6068 -2.0217
O -1.0873 -15.1147 -1.8954
O 0.6436 -13.1517 -2.2045
C 1.5754 -13.5172 -1.1895
C 2.3702 -14.6220 -1.8315
O -1.4366 -12.6613 -0.8086
C -1.3934 -11.2738 -0.7402
C -2.7231 -10.7277 -1.3057
H -1.2014 -15.2123 -4.8797
H -2.7782 -14.4951 -4.9050
H -1.7488 -14.3465 -6.2516
H -0.1569 -12.9837 -4.6152
H -1.5699 -12.1661 -5.1733
H 2.2531 -12.6778 -1.0338
H 1.1441 -13.8722 -0.2535
H 3.0264 -15.0625 -1.0809
H 1.6715 -15.4142 -2.1006
H 2.8516 -14.3157 -2.7602
H -1.1479 -10.9888 0.2829
H -0.6147 -10.8074 -1.3436
H -2.7182 -9.6556 -1.1093
H -2.6883 -10.8772 -2.3848
H -3.6669 -11.1089 -0.9156
C -6.3786 -4.7907 0.6504
C -7.3951 -4.4233 1.7403
O -7.5168 -5.3891 2.7210
P -8.7265 -6.4818 2.7753
O -10.0465 -5.8349 3.0562
O -8.5920 -7.2276 1.3354
C -9.7137 -7.3993 0.5292
C -9.3693 -8.4517 -0.4733
O -8.2235 -7.5802 3.9081
C -6.9703 -8.3215 3.7184
C -7.0927 -9.7571 3.2057
H -6.3779 -4.0396 -0.1396
H -5.4545 -5.0827 1.1492
H -6.7215 -5.7368 0.2317
H -7.1140 -3.4609 2.1679
H -8.3442 -4.2305 1.2403
H -10.5386 -7.7341 1.1580
H -9.9860 -6.4452 0.0781
H -8.5674 -8.1853 -1.1618
H -9.1483 -9.4158 -0.0154
H -10.2168 -8.5496 -1.1518
H -6.2558 -7.6926 3.1873
H -6.4726 -8.4127 4.6838
H -7.5262 -9.6843 2.2083
H -6.0873 -10.1260 3.0031
H -7.7223 -10.2933 3.9158
```

---

No. 2
DFT (the ωB97M-V functional and the def2-TZVPD basis) results for a structure of composition C44H49GeIrN3O3Si2.

## Properties
Charge: +1
Molar mass in g/mol: 988.89
Orbital gap (spin up / spin down) in eV: 5.4 / 5.4
DFT total energy in hartree: -4856.15676

Structure (XYZ):
```
103
C44H49GeIrN3O3Si2 | OMol25 | the ωB97M-V functional and the def2-TZVPD basis
Ir 0.2038 0.0989 -0.3843
C -2.8647 0.1657 -3.4740
O -3.3010 1.5102 -3.2888
C -2.8329 2.3314 -2.3198
C -3.4202 3.5749 -2.2883
C -3.0593 4.5317 -1.3334
C -2.1070 4.2362 -0.4003
C -1.4565 2.9845 -0.4070
C -0.4595 2.7728 0.5841
N 0.2864 1.7142 0.7105
N 1.1623 1.6969 1.7782
C 1.7329 0.5331 1.9124
O 1.5398 -0.4554 1.0678
C 2.5380 0.2497 3.1125
C 3.3644 -0.8729 3.1318
C 4.0982 -1.1747 4.2673
C 3.9976 -0.3672 5.3925
C 3.1658 0.7447 5.3782
C 2.4398 1.0590 4.2416
C -1.8188 2.0029 -1.3779
O -1.2779 0.8158 -1.4387
H -3.4299 -0.1912 -4.3310
H -3.0874 -0.4531 -2.6034
H -1.7979 0.1084 -3.6893
H -4.1887 3.7743 -3.0236
H -3.5386 5.5009 -1.3342
H -1.8456 4.9565 0.3650
H -0.2907 3.5578 1.3161
H 3.4282 -1.4981 2.2505
H 4.7472 -2.0405 4.2759
H 4.5635 -0.6080 6.2828
H 3.0778 1.3655 6.2600
H 1.7776 1.9136 4.2203
C 3.0906 2.8493 -1.6399
Si 2.2972 1.7114 -2.8941
C 3.3550 1.6295 -4.4411
C 0.6380 2.4116 -3.3969
C 2.0602 0.0065 -2.0810
C 1.0974 -0.9424 -2.6469
C 1.0297 -1.4178 -3.9580
C 0.1605 -2.4464 -4.2684
C -0.6646 -2.9715 -3.2808
C -0.6001 -2.4204 -2.0216
N 0.2611 -1.4406 -1.7255
Si 3.5066 -0.9334 -1.2536
C 4.6467 -1.3666 -2.6864
C 2.9427 -2.5822 -0.5671
C 4.4663 0.1046 -0.0310
H 2.9018 3.8892 -1.9164
H 4.1729 2.7132 -1.5936
H 2.6916 2.6925 -0.6345
H 3.5169 2.6511 -4.7928
H 2.8752 1.0721 -5.2480
H 4.3329 1.1836 -4.2592
H 0.7734 3.2276 -4.1100
H 0.1058 2.8152 -2.5357
H -0.0032 1.6622 -3.8688
H 1.6899 -0.9934 -4.7035
H 0.1357 -2.8480 -5.2731
H -1.3523 -3.7778 -3.4898
H -1.2284 -2.7656 -1.2113
H 4.1173 -1.9035 -3.4775
H 5.4508 -2.0111 -2.3230
H 5.1071 -0.4814 -3.1271
H 2.5621 -3.2263 -1.3650
H 2.1608 -2.4722 0.1794
H 3.7862 -3.0975 -0.1009
H 5.1916 0.7333 -0.5510
H 5.0251 -0.5467 0.6445
H 3.8366 0.7521 0.5778
C 0.2597 -2.9798 2.0592
Ge -0.8128 -1.3998 1.6459
C -1.1373 -0.4784 3.3465
C -1.2670 0.8974 3.5167
C -1.4750 1.4349 4.7787
C -1.5580 0.5999 5.8839
C -1.4442 -0.7731 5.7217
C -1.2313 -1.3107 4.4607
C -2.5116 -2.0196 0.8802
C -2.6581 -3.3673 0.6648
C -3.8360 -3.8911 0.0882
C -4.8448 -3.0529 -0.2841
C -4.7309 -1.6522 -0.0969
C -5.7613 -0.7659 -0.4972
C -5.6342 0.5810 -0.3234
C -4.4695 1.1101 0.2720
C -3.4647 0.2778 0.6721
C -3.5539 -1.1242 0.4940
H -0.3377 -3.6997 2.6180
H 1.1117 -2.6730 2.6644
H 0.6320 -3.4572 1.1532
H -1.2046 1.5628 2.6700
H -1.5759 2.5065 4.8964
H -1.7167 1.0161 6.8700
H -1.5180 -1.4316 6.5772
H -1.1561 -2.3856 4.3463
H -1.8683 -4.0536 0.9478
H -3.9289 -4.9596 -0.0564
H -5.7525 -3.4478 -0.7246
H -6.6555 -1.1799 -0.9480
H -6.4264 1.2494 -0.6343
H -4.3793 2.1804 0.4145
H -2.5769 0.6881 1.1410
```

---

No. 3
DFT (the ωB97M-V functional and the def2-TZVPD basis) results for a structure of composition C42H35F5O12S3.

## Properties
Charge: 0
Molar mass in g/mol: 922.92
Orbital gap in eV: 8.5
DFT total energy in hartree: -4218.29127

Structure (XYZ):
```
97
C42H35F5O12S3 | OMol25 | the ωB97M-V functional and the def2-TZVPD basis
C 2.2696 -0.0590 2.7196
C 1.1707 0.7744 2.0671
C 1.5495 2.2499 2.0133
O 1.6969 2.7388 3.3522
C 0.7630 3.5813 3.8487
O 1.0811 4.5043 4.5106
C -0.6894 3.1717 3.6537
S -1.7944 4.6147 3.6203
C -2.4943 4.4017 1.9735
O -2.5495 5.7076 1.3560
S -4.0290 6.1107 0.9210
O -4.2310 5.6857 -0.4219
O -4.2872 7.4324 1.3502
O -4.7441 5.0913 1.9125
C -3.9549 3.8870 1.8717
C -4.4000 2.8658 2.8917
C -5.7312 2.2083 2.5026
C -6.1082 1.0311 3.4110
C -5.4503 -0.2873 3.0396
F -4.1718 -0.1028 2.6025
F -5.3688 -1.0966 4.1202
C -6.2040 -1.0850 1.9183
F -6.9430 -2.0515 2.4487
F -5.3587 -1.6255 1.0452
F -7.0291 -0.2776 1.2328
O 0.8720 0.2418 0.7535
C 1.0137 1.0211 -0.3590
O 2.0767 1.2129 -0.8584
C -0.2848 1.5526 -0.9289
S -0.2810 1.2698 -2.7249
H 2.2259 0.0576 3.8060
H 2.0643 -1.1115 2.5050
H 3.2599 0.2136 2.3488
H 0.2484 0.6446 2.6518
H 0.8251 2.8713 1.4742
H 2.5300 2.3637 1.5419
H -0.8440 2.5956 2.7364
H -0.9524 2.5169 4.4904
H -1.8504 3.7663 1.3570
H -4.0634 3.4442 0.8702
H -3.5965 2.1223 2.9499
H -4.5120 3.3412 3.8723
H -6.5149 2.9683 2.5951
H -5.7239 1.8978 1.4520
H -5.8221 1.2442 4.4487
H -7.1900 0.8702 3.4178
H -1.1325 1.0468 -0.4647
H -0.3482 2.6277 -0.7246
H -1.6087 1.2071 -2.8705
C -0.8210 -3.7755 1.3256
C -1.5851 -4.9291 1.1809
C -1.2996 -6.0525 1.9380
C -0.2411 -6.0326 2.8383
C 0.5349 -4.8808 2.9732
C 0.2350 -3.7528 2.2198
C 1.6990 -4.8367 3.9038
O 2.3699 -3.8329 4.0254
C 2.0132 -6.0730 4.6755
C 3.1175 -6.0761 5.5193
C 3.4225 -7.2095 6.2536
C 2.6233 -8.3432 6.1528
C 1.5234 -8.3467 5.3119
C 1.2168 -7.2146 4.5668
C 0.0392 -7.2515 3.6515
O -0.6630 -8.2358 3.5698
H -1.0477 -2.8960 0.7368
H -2.4057 -4.9496 0.4760
H -1.8874 -6.9552 1.8417
H 0.8423 -2.8673 2.3386
H 3.7263 -5.1851 5.5886
H 4.2847 -7.2118 6.9075
H 2.8618 -9.2263 6.7311
H 0.8931 -9.2206 5.2192
C 3.3670 2.3993 -11.3836
C 2.3562 1.4626 -11.1959
C 2.0619 1.0028 -9.9237
C 2.7822 1.4731 -8.8321
C 3.8044 2.4040 -9.0219
C 4.0897 2.8690 -10.3002
C 4.6143 2.9075 -7.8739
O 5.4948 3.7244 -8.0397
C 4.3037 2.3661 -6.5204
C 5.0671 2.7851 -5.4374
C 4.7886 2.3051 -4.1685
C 3.7448 1.4073 -3.9722
C 2.9848 0.9833 -5.0498
C 3.2610 1.4576 -6.3260
C 2.4359 0.9731 -7.4692
O 1.5166 0.2002 -7.3011
H 3.5912 2.7614 -12.3785
H 1.7972 1.0923 -12.0454
H 1.2758 0.2786 -9.7587
H 4.8808 3.5953 -10.4279
H 5.8724 3.4871 -5.6055
H 5.3842 2.6327 -3.3263
H 3.5208 1.0435 -2.9779
H 2.1694 0.2864 -4.9107
```

---

> Among the records above, which one has the highest DFT total energy?

C42H35F5O12S3

---

> Which value of charge does entry 2 give?

+1

---

> Which formula does entry 1 have?

C70H155O40P5S10